The following is a DFT calculation (ωB97M-V/def2-TZVPD) of a cluster of 2 separate species, C21H29FN3O3 in total in a non-equilibrium geometry.

```
57
Properties=species:S:1:pos:R:3:forces:R:3
C 5.382349 -2.919981 -0.765134 0.68 -0.78 1.35
O 4.916743 -1.572217 -0.550829 -0.37 -0.55 -1.42
C 4.153620 -1.070424 -1.639561 -1.73 0.92 0.29
C 2.799096 -0.529111 -1.014983 -1.20 0.86 1.15
C 2.886020 0.262195 0.250367 -2.89 -0.43 -0.96
C 1.634524 0.722478 0.842474 0.50 -1.64 -2.37
C 0.348202 0.386187 0.185605 1.13 0.90 1.00
C -0.945273 0.888090 0.928945 0.39 -0.23 -0.01
C -1.140095 0.063592 2.261823 -0.11 -1.12 0.50
C -0.924748 -1.500335 2.056001 0.37 1.29 1.14
O 0.203701 -1.916347 2.195572 -0.96 -0.22 -0.74
N -2.104747 -2.293369 1.763096 1.17 -0.06 -0.82
C -1.887180 -3.289909 0.726684 -0.51 -2.35 -2.67
C -0.864144 -4.340418 0.727538 -1.06 0.18 -1.24
C -0.778278 -5.304787 -0.370662 -1.31 0.60 -0.85
C -1.708382 -5.315871 -1.518616 -0.43 2.65 2.40
C -2.734043 -4.251156 -1.531010 1.48 -0.52 1.53
C -2.813960 -3.274285 -0.433068 1.16 -1.31 -0.18
N 0.302788 -0.322858 -0.998774 1.90 0.28 1.04
C -0.992154 -0.645683 -1.643495 -1.40 0.46 0.51
C -1.662377 0.617775 -2.361959 -0.47 -1.03 0.01
F -0.727365 1.617326 -2.677888 -0.91 -1.07 0.32
C 1.495850 -0.772896 -1.581273 1.37 0.43 0.81
H 5.342656 -3.428609 0.244804 0.02 0.57 -1.08
H 6.469788 -2.919586 -1.060175 -1.20 0.00 -0.11
H 4.735346 -3.529572 -1.448164 0.61 0.78 0.36
H 3.867203 -1.837458 -2.404846 0.56 0.53 0.62
H 4.632166 -0.185321 -2.147604 -0.14 -0.98 0.46
H 3.858035 0.492724 0.742311 -0.88 -0.35 -0.60
H 1.646041 1.291761 1.802281 -0.22 -0.58 -1.07
H -1.862997 0.849988 0.288481 0.96 0.08 0.66
H -0.754573 1.958150 1.237246 -0.34 -1.09 -0.52
H -2.149728 0.191060 2.740657 0.90 0.30 -0.75
H -0.353390 0.365848 3.008231 -0.80 -0.27 -0.80
H -2.549613 -2.673716 2.601158 0.11 0.30 -0.25
H -0.138469 -4.403164 1.573583 -0.77 0.06 -0.90
H 0.008139 -6.102451 -0.378320 -0.77 0.96 0.32
H -1.674295 -6.061990 -2.342493 0.14 0.65 0.90
H -3.472885 -4.228739 -2.375307 0.78 0.14 1.05
H -3.623057 -2.503707 -0.510140 0.87 -0.75 0.36
H -1.703260 -0.917103 -0.808866 0.85 0.05 -0.98
H -0.946019 -1.550754 -2.301602 0.50 0.98 0.58
H -2.181127 0.212512 -3.279689 0.79 0.77 0.70
H -2.480571 1.011803 -1.693573 1.12 0.06 -0.70
H 1.377414 -1.348526 -2.530699 0.07 0.60 1.02
C -0.506325 5.765040 2.605555 0.00 -0.04 0.12
C -1.666681 5.182717 1.838898 -0.35 -0.13 -0.06
O -2.473555 4.418848 2.351502 0.23 -0.09 -0.03
N -1.796579 5.536957 0.531286 0.22 -0.12 0.37
C -0.949242 6.421021 -0.245975 -0.41 -0.18 -0.24
H -0.528964 5.397803 3.629679 -0.12 -0.02 -0.11
H 0.437490 5.460413 2.148392 0.03 0.19 0.00
H -0.578140 6.853808 2.626292 0.17 -0.03 -0.05
H -2.592848 5.113417 0.077739 0.03 0.11 0.03
H -1.557178 7.247382 -0.618139 0.23 0.10 -0.07
H -0.548729 5.862705 -1.094424 0.14 0.20 -0.04
H -0.126200 6.818739 0.341069 -0.10 -0.07 0.03
```
Positions in Å, forces in eV/Å.

Values from the calculation:
Electronic energy = -1307.1203 a.u.
LUMO energy = -3.8 eV
Charge = +1
Gap between HOMO and LUMO = 7.8 eV